{
  "formula": "C48H81Cl2N6O6S",
  "method": "ωB97M-V with the def2-TZVPD basis set",
  "symbols": ["C", "C", "C", "N", "C", "O", "O", "C", "N", "C", "C", "O", "C", "C", "C", "C", "C", "C", "C", "C", "C", "S", "C", "C", "N", "C", "Cl", "C", "C", "Cl", "H", "H", "H", "H", "H", "H", "H", "H", "H", "H", "H", "H", "H", "H", "H", "H", "H", "H", "H", "H", "H", "H", "H", "H", "H", "H", "H", "C", "C", "C", "C", "C", "C", "N", "O", "C", "C", "C", "H", "H", "H", "H", "H", "H", "H", "H", "H", "H", "H", "H", "H", "H", "H", "H", "H", "H", "C", "C", "C", "C", "C", "C", "N", "O", "C", "C", "C", "H", "H", "H", "H", "H", "H", "H", "H", "H", "H", "H", "H", "H", "H", "H", "H", "H", "H", "C", "C", "C", "C", "C", "C", "N", "O", "C", "C", "C", "H", "H", "H", "H", "H", "H", "H", "H", "H", "H", "H", "H", "H", "H", "H", "H", "H", "H"],
  "coordinates": [[2.009, -5.764, -1.415], [1.485, -6.013, -2.838], [0.938, -4.711, -3.431], [-0.519, -4.605, -3.420], [-1.317, -5.461, -2.389], [-1.636, -6.570, -2.763], [-1.454, -4.841, -1.332], [-1.161, -3.801, -4.173], [-0.627, -2.937, -5.127], [0.113, -3.545, -6.248], [1.573, -3.147, -6.448], [2.118, -3.676, -7.383], [2.355, -2.175, -5.617], [2.033, -1.705, -4.347], [2.847, -0.805, -3.674], [4.030, -0.363, -4.252], [4.374, -0.850, -5.506], [3.551, -1.730, -6.188], [-1.747, -2.085, -5.539], [-2.905, -3.086, -5.417], [-4.232, -2.397, -5.625], [-5.567, -3.574, -5.990], [-7.050, -2.589, -5.715], [-7.231, -2.089, -4.284], [-2.563, -3.677, -4.093], [-3.058, -3.009, -2.948], [-2.230, -1.596, -2.341], [-4.135, -3.428, -2.288], [-4.694, -2.702, -1.104], [-4.951, -4.864, -2.732], [2.159, -6.696, -0.881], [1.388, -5.062, -0.868], [2.999, -5.328, -1.548], [0.811, -6.860, -2.908], [2.352, -6.272, -3.443], [1.367, -4.558, -4.413], [1.310, -3.905, -2.801], [0.067, -4.627, -6.134], [-0.375, -3.335, -7.195], [1.137, -2.028, -3.845], [2.534, -0.458, -2.701], [4.639, 0.344, -3.710], [5.304, -0.533, -5.957], [3.853, -2.089, -7.159], [-1.854, -1.174, -4.962], [-1.755, -1.751, -6.576], [-2.784, -3.808, -6.225], [-4.497, -1.708, -4.826], [-4.116, -1.797, -6.526], [-7.094, -1.727, -6.378], [-7.887, -3.236, -5.962], [-7.093, -2.878, -3.552], [-8.260, -1.742, -4.179], [-6.597, -1.236, -4.056], [-5.648, -3.122, -0.813], [-4.890, -1.674, -1.411], [-3.985, -2.662, -0.282], [7.403, -0.115, 1.669], [6.010, 0.311, 1.155], [5.077, 0.563, 2.340], [4.617, -0.716, 3.037], [4.016, -1.697, 2.031], [4.937, -1.984, 0.844], [5.456, -0.723, 0.230], [4.527, -0.189, -0.500], [6.097, -2.891, 1.298], [4.188, -2.801, -0.201], [6.244, 1.622, 0.412], [7.364, -0.742, 2.558], [7.963, -0.643, 0.896], [7.988, 0.761, 1.949], [4.191, 1.108, 1.997], [5.576, 1.213, 3.062], [5.446, -1.182, 3.575], [3.871, -0.469, 3.794], [3.771, -2.637, 2.530], [3.069, -1.287, 1.666], [6.839, -2.998, 0.506], [5.718, -3.886, 1.532], [6.601, -2.544, 2.196], [3.279, -2.308, -0.542], [3.892, -3.764, 0.212], [4.821, -2.989, -1.071], [6.894, 1.474, -0.453], [6.724, 2.337, 1.079], [5.315, 2.076, 0.070], [4.391, 6.674, 6.397], [4.848, 5.468, 5.547], [4.924, 5.872, 4.074], [3.555, 6.034, 3.416], [2.701, 4.785, 3.627], [2.591, 4.365, 5.093], [3.932, 4.305, 5.750], [4.533, 3.216, 5.389], [1.660, 5.336, 5.846], [1.897, 3.009, 5.178], [6.249, 5.132, 6.048], [3.653, 7.301, 5.899], [3.980, 6.347, 7.353], [5.236, 7.326, 6.616], [5.489, 5.116, 3.518], [5.488, 6.803, 3.986], [3.041, 6.917, 3.806], [3.683, 6.209, 2.346], [1.699, 4.951, 3.225], [3.134, 3.964, 3.045], [1.676, 5.135, 6.918], [0.634, 5.207, 5.501], [1.899, 6.385, 5.690], [2.408, 2.245, 4.595], [0.884, 3.094, 4.786], [1.832, 2.665, 6.212], [6.228, 4.820, 7.094], [6.884, 6.014, 5.970], [6.721, 4.343, 5.464], [-4.742, 1.394, 1.940], [-5.729, 1.946, 0.887], [-6.025, 3.418, 1.180], [-6.933, 3.623, 2.392], [-8.210, 2.792, 2.263], [-7.944, 1.311, 1.986], [-6.979, 1.129, 0.861], [-7.591, 1.315, -0.265], [-7.423, 0.628, 3.265], [-9.262, 0.610, 1.675], [-4.997, 1.833, -0.445], [-4.902, 1.797, 2.938], [-4.792, 0.306, 1.993], [-3.718, 1.656, 1.674], [-6.502, 3.873, 0.307], [-5.083, 3.951, 1.329], [-6.407, 3.371, 3.316], [-7.195, 4.680, 2.475], [-8.805, 2.886, 3.173], [-8.817, 3.210, 1.453], [-7.099, -0.392, 3.055], [-8.220, 0.574, 4.007], [-6.603, 1.156, 3.745], [-9.789, 1.069, 0.840], [-9.918, 0.667, 2.543], [-9.100, -0.443, 1.441], [-4.789, 0.789, -0.689], [-4.046, 2.361, -0.392], [-5.559, 2.272, -1.268]],
  "spin_multiplicity": 4,
  "molar_mass_g_mol": 941.19,
  "homo_ev": [-8.5213, -8.5215],
  "s_squared": 3.7623,
  "total_energy_ha": -3975.89915,
  "homo_lumo_gap_ev": [8.5, 8.5]
}

{
  "formula": "C3H4BrNO",
  "method": "ωB97M-V with the def2-TZVPD basis set",
  "symbols": ["C", "C", "C", "N", "O", "Br", "H", "H", "H", "H"],
  "coordinates": [[1.716, 0.131, -0.389], [0.487, 0.605, -0.466], [-0.691, -0.351, -0.384], [-1.469, -0.012, 0.902], [-1.136, -1.055, -1.236], [-2.564, -1.380, 1.495], [2.529, 0.777, -0.603], [1.705, -0.889, -0.206], [0.430, 1.663, -0.794], [-1.008, 0.511, 1.681]],
  "molar_mass_g_mol": 149.98,
  "homo_ev": -9.4537,
  "smiles": "C=CC(=O)NBr",
  "total_energy_ha": -2820.64708,
  "de_lowest_kj_mol": 174.0,
  "homo_lumo_gap_ev": 9.8
}

{
  "formula": "C2H5N3OS",
  "method": "ωB97M-V with the def2-TZVPD basis set",
  "symbols": ["C", "C", "H", "H", "H", "H", "H", "N", "N", "N", "O", "S"],
  "coordinates": [[0.650, 0.668, -0.014], [-0.692, 1.356, 0.126], [2.609, -1.077, 0.096], [1.547, -1.504, -1.058], [0.066, -0.915, 1.158], [-0.529, 2.459, 0.255], [-3.494, -0.348, -0.276], [1.676, -1.512, -0.062], [0.709, -0.594, 0.449], [-1.889, 0.956, 0.179], [1.572, 1.235, -0.562], [-2.225, -0.724, -0.291]],
  "molar_mass_g_mol": 119.15,
  "homo_ev": -9.5996,
  "smiles": "NNC(=O)/C=N\\S",
  "total_energy_ha": -716.84159,
  "de_lowest_kj_mol": 260.2,
  "homo_lumo_gap_ev": 9.7
}

{
  "formula": "C58H58FN8O17",
  "method": "ωB97M-V with the def2-TZVPD basis set",
  "symbols": ["C", "C", "O", "C", "C", "C", "C", "C", "C", "F", "C", "C", "O", "O", "C", "C", "C", "C", "N", "O", "C", "C", "C", "O", "N", "C", "C", "C", "N", "C", "C", "C", "C", "C", "C", "C", "O", "C", "O", "H", "H", "H", "H", "H", "H", "H", "H", "H", "H", "H", "H", "H", "H", "H", "H", "H", "H", "H", "H", "H", "H", "H", "H", "H", "H", "H", "H", "H", "H", "H", "H", "H", "C", "C", "C", "C", "C", "C", "N", "O", "O", "H", "H", "H", "H", "H", "C", "C", "C", "C", "C", "C", "N", "O", "O", "H", "H", "H", "H", "H", "C", "C", "C", "C", "C", "C", "N", "O", "O", "H", "H", "H", "H", "H", "C", "C", "C", "C", "C", "C", "N", "O", "O", "H", "H", "H", "H", "H", "C", "C", "C", "C", "C", "C", "N", "O", "O", "H", "H", "H", "H", "H"],
  "coordinates": [[-0.005, -2.454, 2.378], [-0.178, -2.075, 0.879], [0.053, -3.238, 0.107], [0.960, -3.002, -0.977], [0.342, -1.952, -1.910], [-0.936, -2.112, -2.502], [-1.733, -3.387, -2.264], [-1.001, -4.595, -2.948], [-0.917, -5.810, -2.028], [-0.528, -6.920, -2.807], [-1.475, -1.140, -3.308], [-2.842, -1.326, -3.976], [-3.878, -1.027, -3.327], [-2.880, -1.790, -5.137], [-0.792, 0.060, -3.590], [-1.419, 1.106, -4.499], [-2.513, 1.867, -3.662], [-2.109, 2.038, -2.191], [-1.094, 2.947, -1.814], [-2.683, 1.414, -1.315], [0.443, 0.207, -3.023], [1.011, -0.793, -2.208], [2.405, -0.327, -1.776], [3.173, -0.809, -0.972], [2.566, 0.841, -2.513], [3.890, 1.395, -2.777], [4.225, 1.569, -4.275], [5.030, 2.882, -4.450], [6.454, 2.619, -4.159], [7.239, 3.866, -4.030], [8.087, 3.755, -2.764], [9.258, 3.019, -2.794], [10.014, 2.942, -1.638], [9.626, 3.550, -0.465], [8.458, 4.296, -0.432], [7.712, 4.391, -1.590], [6.549, 5.137, -1.626], [1.434, 1.372, -3.109], [1.272, 2.492, -3.544], [-0.333, -3.496, 2.467], [1.059, -2.400, 2.629], [-0.556, -1.781, 3.035], [-1.200, -1.681, 0.756], [0.545, -1.270, 0.682], [1.147, -3.937, -1.508], [1.863, -2.557, -0.544], [-1.896, -3.567, -1.197], [-2.710, -3.329, -2.754], [0.013, -4.291, -3.233], [-1.498, -4.896, -3.879], [-1.872, -6.021, -1.531], [-0.130, -5.701, -1.269], [-1.907, 0.545, -5.307], [-0.635, 1.769, -4.865], [-2.717, 2.862, -4.090], [-3.409, 1.235, -3.655], [-0.729, 3.424, -2.634], [-0.322, 2.420, -1.417], [4.073, 2.320, -2.209], [4.608, 0.669, -2.368], [4.857, 0.775, -4.688], [3.350, 1.675, -4.925], [4.614, 3.697, -3.833], [4.989, 3.234, -5.494], [6.461, 2.197, -3.233], [6.631, 4.778, -4.023], [7.959, 3.940, -4.860], [9.605, 2.528, -3.698], [10.946, 2.376, -1.654], [10.232, 3.476, 0.435], [8.159, 4.784, 0.494], [6.692, 5.958, -1.145], [-0.361, 4.102, 5.262], [-0.420, 3.366, 4.086], [0.004, 2.047, 4.072], [0.479, 1.479, 5.242], [0.551, 2.203, 6.420], [0.128, 3.522, 6.426], [0.903, 0.074, 5.232], [0.841, -0.525, 4.180], [1.282, -0.419, 6.280], [-0.699, 5.130, 5.271], [-0.800, 3.819, 3.180], [-0.044, 1.476, 3.154], [0.927, 1.754, 7.328], [0.175, 4.099, 7.340], [-5.420, 5.345, -7.940], [-5.026, 4.095, -7.481], [-3.714, 3.882, -7.088], [-2.812, 4.930, -7.157], [-3.189, 6.179, -7.618], [-4.501, 6.384, -8.012], [-1.428, 4.710, -6.717], [-1.139, 3.595, -6.337], [-0.662, 5.653, -6.755], [-6.447, 5.510, -8.241], [-5.742, 3.286, -7.426], [-3.411, 2.907, -6.731], [-2.477, 6.990, -7.673], [-4.810, 7.357, -8.373], [-1.580, -1.566, 6.857], [-2.781, -1.776, 7.523], [-3.159, -3.058, 7.888], [-2.323, -4.118, 7.582], [-1.128, -3.923, 6.911], [-0.755, -2.639, 6.546], [-2.707, -5.476, 7.988], [-3.770, -5.618, 8.559], [-1.937, -6.382, 7.733], [-1.289, -0.562, 6.580], [-3.422, -0.937, 7.761], [-4.093, -3.217, 8.406], [-0.483, -4.757, 6.671], [0.178, -2.477, 6.025], [0.943, -9.596, 6.182], [-0.061, -9.515, 5.226], [-0.145, -8.405, 4.401], [0.784, -7.389, 4.542], [1.785, -7.453, 5.495], [1.862, -8.565, 6.319], [0.711, -6.220, 3.653], [-0.191, -6.186, 2.843], [1.558, -5.360, 3.783], [1.009, -10.467, 6.822], [-0.777, -10.319, 5.122], [-0.927, -8.344, 3.658], [2.503, -6.653, 5.602], [2.641, -8.629, 7.066], [-6.100, 1.350, -0.106], [-7.293, 1.615, 0.557], [-7.315, 2.499, 1.624], [-6.136, 3.113, 2.014], [-4.938, 2.852, 1.365], [-4.921, 1.965, 0.299], [-6.159, 4.067, 3.128], [-7.221, 4.261, 3.690], [-5.116, 4.616, 3.430], [-6.085, 0.663, -0.944], [-8.209, 1.133, 0.239], [-8.244, 2.701, 2.137], [-4.021, 3.331, 1.677], [-3.987, 1.749, -0.226]],
  "molar_mass_g_mol": 1158.14,
  "homo_ev": -5.0010,
  "total_energy_ha": -4061.60324,
  "total_charge": -1,
  "homo_lumo_gap_ev": 5.8
}